No. 1
DFT (ωB97M-V with the def2-TZVPD basis set) results for a single C11H14N2O molecule at a distorted geometry.

```
28
Properties=species:S:1:pos:R:3:forces:R:3
O -1.5603 0.0196 -1.2170 -0.13 0.75 0.78
N -1.7323 0.2784 1.6163 -0.22 3.38 -0.32
N 1.5678 1.1823 0.6379 -1.08 0.63 -1.17
C 0.3973 1.1513 -0.1261 -0.85 -3.04 -0.02
C -1.8827 -1.5472 2.7437 2.04 -5.96 0.08
C 1.0769 3.2264 -0.0547 1.02 2.21 -0.25
C -0.9138 -0.6474 0.9844 0.53 4.05 -3.48
C 1.1065 -0.8717 -2.1609 0.16 -0.94 -0.29
C -0.4491 -0.1811 -0.3196 2.10 -1.64 0.02
C 0.0698 2.3882 -0.5623 -1.41 -0.26 -0.82
C 2.0134 2.4831 0.6136 0.21 -0.17 0.07
C -1.0097 -1.8004 1.6874 -0.51 -5.73 4.56
C 0.3106 -1.3969 -0.9792 1.46 0.03 0.31
C -2.3871 -0.3069 2.6279 -2.66 3.65 1.43
H 1.1493 4.3088 -0.2326 0.01 -0.66 0.18
H -0.8295 2.5683 -1.2396 1.49 0.04 1.33
H 1.1288 -1.9957 -0.4112 -1.83 1.14 0.02
H -2.0281 1.1527 1.2329 0.11 -0.01 -0.46
H -0.4980 -2.0758 -1.2895 0.45 -0.05 0.22
H 2.1995 0.4174 0.7590 -0.13 -0.43 0.24
H 1.6744 -0.0003 -1.7955 0.35 -0.62 -0.58
H 0.4455 -0.5246 -2.9422 -0.06 0.22 -0.51
H -2.8628 0.3038 3.3794 -0.15 -0.14 0.09
H 1.6880 -1.7395 -2.5798 -0.12 1.27 0.23
H -2.1971 -2.2292 3.5548 0.52 0.25 -0.76
H -1.1934 -0.0509 -2.0965 -0.01 0.14 -0.48
H -0.4440 -2.7787 1.6440 -0.69 1.59 -0.36
H 3.0109 2.6860 1.0076 -0.62 0.31 -0.06
```
Forces are in eV/Å.

Computed properties:
LUMO energy (alpha / beta)   0.800 / -1.594 eV
E   -612.09393 Ha
2S+1   3

Want to see where the charge sits? The Mulliken charges in e are: -0.6525, 0.0060, -0.0350, -0.2550, -0.2759, -0.7287, -0.3963, -1.1250, 1.8219, -0.4895, -0.4858, -0.8068, -0.8795, -0.6137, 0.3741, 0.3788, 0.2975, 0.2351, 0.4197, 0.3127, 0.2539, 0.3772, 0.3568, 0.3742, 0.3621, 0.4554, 0.3139, 0.4046

---

No. 2
DFT (ωB97M-V with the def2-TZVPD basis set) results for 2 unconnected molecules or ions with the total composition C11H14N2O2 at a distorted geometry.

```
29
Properties=species:S:1:pos:R:3:forces:R:3
O 0.2484 -2.6734 -3.3906 -0.11 0.36 -0.09
O -0.5499 -1.7832 -1.5418 -0.01 0.61 2.12
N 1.7842 2.8412 1.9941 1.26 0.31 -0.20
N 0.7707 2.0600 1.8886 -1.97 0.25 0.12
C -0.0160 1.7927 3.0012 -0.28 -1.31 -1.23
C -0.7238 0.6941 0.6900 -1.21 -1.20 0.31
C -1.4441 0.2655 1.7954 3.31 3.97 0.22
C 1.1667 -1.4029 0.2128 0.54 3.31 2.56
C 1.4701 -0.4708 0.9820 -0.13 -5.42 -2.96
C -0.6236 -2.0338 -2.8374 1.60 -2.21 -1.45
C -1.8664 -1.6319 -3.5779 -1.20 -0.39 -0.17
C 0.5911 -2.3335 -0.7153 -1.04 -0.46 -0.11
C -1.0363 0.9076 2.9856 -2.36 -1.96 0.83
C 0.3606 1.5359 0.6869 0.18 1.15 -0.72
C 1.1538 1.7660 -0.5942 -1.01 1.79 0.80
H 1.8153 3.0380 2.9920 0.46 0.35 -0.10
H -1.8545 -0.5453 -3.7243 -0.24 -0.23 -0.04
H -2.1377 -0.4394 1.6213 -2.47 -2.30 0.18
H 2.1470 1.4574 -0.4728 1.48 -0.72 0.14
H 1.2654 2.8150 -0.9224 -0.44 -0.13 0.55
H 2.0711 0.0532 1.6444 0.60 0.92 0.89
H -2.0014 -2.1794 -4.5773 0.75 0.89 1.58
H 0.2515 -3.2350 -0.1622 -0.28 0.61 -0.52
H 0.3094 2.1165 3.9321 0.85 1.07 1.22
H -1.5692 0.6218 3.9553 0.99 0.71 -1.32
H 1.3847 -2.6480 -1.3355 0.54 -0.43 -1.25
H 0.6797 1.2550 -1.4033 -0.25 -0.61 -0.37
H -2.7427 -1.9200 -2.9544 0.46 0.50 -0.34
H -0.9039 0.0765 -0.1724 -0.02 0.57 -0.67
```
Forces are in eV/Å.

Computed properties:
LUMO energy (alpha / beta)   0.581 / 0.582 eV
E   -687.34401 Ha
Energy above the lowest of the compared OMol25 structures with the same formula, charge and spin   473.4 kJ/mol

Want to see where the charge sits? The Mulliken charges in e are: -0.5838, -0.2905, -1.3258, 0.8206, -0.1851, -0.5338, -0.7808, 0.0774, -0.4367, 0.7720, -0.9344, -0.8968, -0.3578, 0.6052, -1.3141, 0.1918, 0.2616, 0.6563, 0.4040, 0.3698, 0.6750, 0.2879, 0.3433, 0.2775, 0.2594, 0.4205, 0.3515, 0.2765, 0.5893

---

No. 3
DFT (ωB97M-V with the def2-TZVPD basis set) results for a single C11H14N2O2 molecule at a distorted geometry.

```
29
Properties=species:S:1:pos:R:3:forces:R:3
O -1.2495 -1.7787 0.0563 0.88 0.30 0.24
O -3.4153 -2.3789 0.1756 -0.60 -2.13 0.25
N 0.9139 -0.7181 0.1267 -3.70 0.31 0.17
N 1.4001 0.5556 0.2344 -1.76 0.40 -0.77
C -2.6411 -1.4724 0.0920 -0.67 1.43 -0.89
C -2.3101 0.9405 0.1265 5.73 5.42 0.23
C -3.0806 -0.1398 -0.0583 -0.51 -3.36 -0.06
C 1.7074 -1.9181 0.0800 2.53 1.99 -1.06
C -2.7348 2.3425 -0.3103 0.00 -2.55 1.43
C 2.2839 -2.0662 -1.3312 -2.78 5.81 -0.35
C -0.4637 -0.6836 0.0830 1.30 -0.87 0.50
C 0.3154 1.3570 0.1803 1.98 1.03 0.55
C 0.5877 2.8402 0.2822 0.88 1.92 -0.78
C 2.7999 -1.7937 1.1142 0.73 4.16 -1.58
C -0.9088 0.6440 0.1813 -0.95 0.03 -0.58
H -2.5464 2.5281 -1.3250 0.48 0.46 -1.53
H -3.7643 2.2819 -0.1559 -2.07 0.54 -0.08
H 3.7828 -2.0782 0.7282 -0.10 0.43 -0.14
H -4.0709 0.1117 -0.2274 -2.12 -0.67 -0.28
H 1.0550 -2.6879 0.2086 -1.83 -2.26 0.82
H 2.9982 -2.7522 -1.3104 2.99 -3.09 -0.49
H -0.2365 3.5807 0.2920 -0.12 -1.10 -0.19
H -2.3851 3.0939 0.3378 0.69 0.99 0.57
H 1.1072 3.0957 1.2038 0.14 -0.41 0.26
H 2.6895 -2.3271 1.9586 -0.89 -1.96 2.99
H 1.2928 3.2959 -0.5107 -1.01 -1.29 0.84
H 2.7435 -0.6362 1.4124 0.95 -2.67 -0.48
H 2.7029 -0.9943 -1.6618 -0.57 -2.44 0.73
H 1.4269 -2.2424 -1.9830 0.40 -0.42 -0.34
```
Forces are in eV/Å.

Computed properties:
LUMO energy (alpha / beta)   0.775 / -2.835 eV
E   -687.36322 Ha
2S+1   3
Energy above the lowest of the compared OMol25 structures with the same formula, charge and spin   0.0 kJ/mol

Want to see where the charge sits? The Mulliken charges in e are: -0.4816, -0.5569, 0.8012, -1.0835, -0.0088, 0.5953, -0.4507, 0.4884, -1.7641, -1.4410, -0.0366, 0.3639, -1.2233, -1.2250, 1.0468, 0.3758, 0.4805, 0.3144, 0.4810, 0.2830, 0.5461, 0.2593, 0.3728, 0.3157, 0.3800, 0.2846, 0.2893, 0.2189, 0.3744

---

No. 4
DFT (ωB97M-V with the def2-TZVPD basis set) results for a molecular structure, C11H14N2O2Ru at a distorted geometry.

```
30
Properties=species:S:1:pos:R:3:forces:R:3
Ru -0.0019 -0.2873 -0.8862 1.94 1.49 -0.53
O -0.1466 2.5408 1.4323 0.10 0.88 -0.42
O 0.0410 -1.8753 2.0164 0.05 -1.01 -0.08
N -0.0026 0.2675 1.2995 1.04 0.64 0.74
N -1.4361 -0.9639 -0.2140 -4.71 -1.92 1.05
C -0.9614 1.6673 -1.7762 0.41 0.29 0.59
C -0.0246 1.4571 1.9576 -0.50 1.37 -0.66
C 0.5400 0.5486 -3.1149 -0.12 0.26 -0.70
C -0.0010 1.3346 3.4463 0.02 -0.22 1.30
C 0.0155 -0.6855 2.2610 0.27 -1.70 -0.61
C -0.0178 -2.7801 -1.0127 0.94 -0.26 -0.45
C 0.3549 2.0334 -1.3677 -0.02 0.69 -0.34
C 1.2836 1.3411 -2.1936 -0.16 -0.52 0.40
C 0.9791 -2.2605 -1.8047 -0.38 -0.39 0.30
C 0.0455 -0.1706 3.6578 0.01 0.51 1.14
C -0.8454 0.7527 -2.8631 0.39 -0.69 -0.12
H -2.3535 -1.3693 0.0076 0.77 0.27 -0.29
H -0.9416 -3.1727 -1.4468 0.34 0.34 0.07
H -1.6750 0.2755 -3.3876 0.36 0.23 0.17
H -0.8375 -0.5303 4.2286 0.74 -0.07 -0.34
H 2.3720 1.3947 -2.1261 -0.46 0.04 -0.06
H -1.8926 2.0170 -1.3290 0.43 -0.11 -0.15
H 1.9702 -2.0512 -1.3874 -0.29 -0.21 -0.18
H 0.9913 -0.4849 4.1501 -0.77 -0.10 -0.27
H 0.8918 1.8414 3.8722 -0.74 -0.06 -0.34
H 0.6030 2.7047 -0.5444 -0.22 -0.38 -0.40
H 0.8669 -2.2262 -2.8923 0.07 0.06 0.47
H 0.1560 -2.9965 0.0444 -0.10 0.26 -0.30
H 0.9637 -0.0861 -3.8951 -0.20 0.26 0.33
H -0.9357 1.7631 3.8681 0.76 0.06 -0.32
```
Forces are in eV/Å.

Computed properties:
LUMO energy (alpha / beta)   0.360 / -0.676 eV
E   -782.25976 Ha
2S+1   5
Energy above the lowest of the compared OMol25 structures with the same formula, charge and spin   34.0 kJ/mol

Want to see where the charge sits? The Mulliken charges in e are: 0.6369, -0.6537, -0.5993, 0.1461, -0.5606, -0.5491, 0.0988, -0.5562, -0.3601, 0.1658, -0.1827, -0.5260, -0.4614, -0.5411, -0.2894, -0.3687, 0.1917, 0.2533, 0.3928, 0.2403, 0.3948, 0.4487, 0.2371, 0.2133, 0.2493, 0.5933, 0.3098, 0.2433, 0.6315, 0.2013

---

No. 5
DFT (ωB97M-V with the def2-TZVPD basis set) results for a molecular structure, C11H14N2O2V at a distorted geometry.

```
30
Properties=species:S:1:pos:R:3:forces:R:3
V 0.1341 -0.2949 0.0697 -3.68 6.23 0.17
O 0.5460 -0.4530 3.1326 -1.21 -0.66 0.27
O -3.0436 -1.1239 0.3872 0.05 -0.57 1.31
N -1.0504 -0.9378 1.5412 -0.77 -0.17 0.74
N 0.1992 1.7115 0.1628 3.55 -1.34 2.96
C 0.8505 -0.9172 -1.8219 1.04 -0.60 -0.22
C -2.9339 -1.4326 2.8503 -0.59 -0.14 -0.01
C 0.3236 -2.0464 -1.1149 1.09 -0.72 -0.22
C -1.3203 1.1100 -1.1514 -0.25 -0.36 -0.16
C 2.0706 -1.1560 0.1451 0.80 -0.97 -0.84
C -1.7418 -1.2072 3.7679 0.17 0.00 0.60
C -0.5916 -0.8343 2.8470 0.06 0.31 -1.53
C 1.9399 -0.3761 -1.0529 0.67 -1.26 -0.54
C -0.7533 2.4304 -0.5166 -2.06 -1.69 -1.31
C 1.0941 -2.2110 0.0906 0.89 -0.15 -0.84
C -2.4171 -1.1735 1.4380 1.10 0.55 -0.33
H -1.0501 0.9870 -2.2106 -0.44 0.19 0.16
H 2.5854 0.4478 -1.3516 -0.46 -0.10 0.26
H 0.5071 -0.5594 -2.7897 0.03 -0.02 0.44
H -2.3608 0.8702 -0.9137 0.07 0.15 -0.36
H -3.3033 -2.4630 2.9085 -0.10 0.21 -0.04
H -3.7623 -0.7503 3.0695 0.04 -0.20 -0.10
H 2.8072 -1.0072 0.9321 -0.30 -0.01 -0.20
H -1.4741 -2.1154 4.3207 0.02 0.23 0.05
H -0.3844 3.1483 -1.2604 0.02 0.23 -0.07
H -1.5016 2.9158 0.1335 0.01 0.26 -0.09
H -1.9133 -0.3974 4.4855 0.12 -0.19 -0.02
H -0.4797 -2.6962 -1.4586 0.14 0.37 0.22
H 0.9929 -3.0235 0.8080 -0.17 0.47 -0.06
H 0.8789 2.2477 0.7138 0.17 -0.05 -0.23
```
Forces are in eV/Å.

Computed properties:
LUMO energy (alpha / beta)   3.303 / 3.297 eV
E   -1631.55857 Ha
Net charge   -1
2S+1   3

Want to see where the charge sits? The Mulliken charges in e are: 0.0621, -0.6567, -0.6541, 0.0935, -0.1906, -0.4427, -0.4186, -0.5223, -0.5398, -0.2809, -0.4412, 0.2988, -0.3717, -0.5849, -0.4719, 0.1356, 0.1609, 0.3995, 0.5539, 0.2125, 0.2098, 0.2457, 0.3525, 0.2192, 0.2934, 0.2508, 0.2495, 0.3880, 0.4404, 0.0092

---

No. 6
DFT (ωB97M-V with the def2-TZVPD basis set) results for a single C11H14N2O4 molecule at a distorted geometry.

```
31
Properties=species:S:1:pos:R:3:forces:R:3
O 0.6366 -3.1794 -0.7549 -0.95 -3.00 -2.38
O -4.5861 1.2953 -1.0509 -0.14 -1.75 -3.38
O 3.4108 -0.1167 0.6866 -0.47 1.89 -2.19
O 2.4569 -1.9457 -1.2392 1.37 -1.00 -2.21
N 1.2601 0.0605 0.2011 1.09 -1.71 0.74
N 3.6520 2.8006 -0.5359 4.48 2.29 0.62
C 2.4922 2.0794 -0.3689 -2.52 -0.99 0.90
C 1.0106 -1.3537 0.5155 1.98 0.25 0.93
C -1.8475 -1.0362 -0.5184 1.06 -0.40 -1.01
C -0.2858 -1.6247 1.2253 -0.45 1.10 2.60
C -3.5425 0.5880 -0.4961 -2.24 2.46 2.77
C -1.5004 -0.8970 0.8084 -0.87 2.30 -1.11
C 1.3426 -2.2479 -0.6626 -1.29 1.69 3.41
C -3.2535 0.7830 0.8611 -1.82 1.81 1.72
C -2.2425 0.1178 1.5123 -0.27 -0.94 -0.18
C 2.5144 0.5663 0.1146 0.20 -0.67 2.37
C -2.8799 -0.3478 -1.1249 -0.67 -1.65 -3.54
H -3.4397 -0.5046 -2.1166 2.03 -0.58 0.78
H 1.7806 2.5205 0.4493 1.45 -0.38 -1.30
H -3.9600 1.4373 1.5408 1.55 -1.08 -1.78
H -0.1250 -1.2412 2.2648 0.08 -0.82 -0.45
H 0.4909 0.4926 -0.1910 -1.63 1.33 -1.06
H 3.0413 -1.5550 -0.5833 0.56 0.81 0.37
H 1.8641 2.1708 -1.3067 0.64 -0.49 0.88
H 4.2942 3.1407 0.2686 -2.16 -1.29 -1.59
H 4.2867 2.6858 -1.3573 -1.44 -0.33 0.99
H -1.1333 -1.5615 -1.1611 -0.72 -0.51 0.24
H -4.7327 0.8915 -2.0449 0.49 1.62 3.70
H 1.8021 -1.7414 1.2497 -0.79 1.04 -0.78
H -0.5641 -2.6692 1.2437 0.61 -0.35 0.11
H -2.2430 0.3916 2.5708 0.86 -0.67 -0.16
```
Forces are in eV/Å.

Computed properties:
LUMO energy   0.503 eV
E   -837.97175 Ha
SMILES   NCC(=O)N[C@@H](Cc1ccc(O)cc1)C(=O)O
Energy above the lowest of the compared OMol25 structures with the same formula, charge and spin   275.4 kJ/mol

Want to see where the charge sits? The Mulliken charges in e are: -0.5134, -0.5911, -0.7626, -0.5408, 0.0078, -0.4729, -0.7191, -0.1300, -0.3020, -1.0745, 1.0559, 0.4583, 0.6510, -0.3329, -0.7219, 0.7598, -0.6194, 0.0033, 0.2922, 0.2045, 0.4452, 0.2170, 0.4429, 0.3201, 0.2209, 0.2142, 0.2598, 0.3421, 0.2346, 0.3275, 0.3236

---

Among the records above, which one has the highest E? C11H14N2O

---

What is the E in the fifth record? -1631.55857 Ha

---

Which of these has the lowest E? C11H14N2O2V